Formula: C4H8N2
Source: the Open Molecules 2025 dataset
Level of theory: ωB97M-V/def2-TZVPD

Geometry as ORCA input:
```
! RIJCOSX wB97M-V def2-TZVPD def2/J DEFGRID3
* xyz 0 1
C 1.5607 0.3893 0.0692
N 1.6279 -1.0942 0.2269
C 0.5671 -1.0912 -0.7599
C 0.3386 0.2223 -0.7835
C -2.1253 0.1670 0.3619
N -1.1308 0.5225 1.0578
H 2.3640 0.6684 -0.6175
H 1.5550 0.9904 0.9758
H 1.2441 -1.3198 1.1512
H 0.4036 -1.8521 -1.4989
H -0.2526 0.9084 -1.3783
H -2.2151 -0.8918 0.0972
H -2.8815 0.8422 -0.0473
H -1.0558 1.5384 1.1454
*
```

Gap between HOMO and LUMO (eV): 9.1
LUMO (eV): 1.01
E (hartree): -266.5797

---

Formula: C25H36FO2Si
Source: the Open Molecules 2025 dataset
Level of theory: ωB97M-V/def2-TZVPD

Geometry as ORCA input:
```
! RIJCOSX wB97M-V def2-TZVPD def2/J DEFGRID3
* xyz 1 1
C -0.4162 6.0220 2.8362
C -1.3192 5.1419 1.9762
C -1.5718 3.7775 2.6122
C -2.4304 2.8032 1.8554
O -1.5322 2.5651 0.6282
C -1.7591 1.5434 -0.1075
C -1.0234 1.3726 -1.3836
O -2.8528 0.8826 0.1599
Si -3.1940 -0.8376 0.0437
C -1.8462 -1.5468 -0.9912
C -3.1714 -1.3333 1.8283
C -4.9320 -1.1416 -0.6994
C -4.8311 -1.3197 -2.2193
C -5.9271 -0.0103 -0.3948
C -5.4834 -2.4360 -0.0816
H -0.0884 6.8959 2.2739
H -0.9447 6.3730 3.7250
H 0.4728 5.4761 3.1595
H -2.2829 5.6386 1.8147
H -0.8754 4.9998 0.9832
H -0.6048 3.2894 2.7915
H -2.0255 3.9437 3.6005
H -2.5474 1.8498 2.3835
H -3.3869 3.2054 1.4932
H -1.5500 0.5832 -1.9414
H -1.2899 2.3606 -1.8408
H -1.8657 -2.6403 -0.9328
H -1.9305 -1.2968 -2.0556
H -0.8557 -1.2426 -0.6400
H -3.1087 -2.4315 1.9041
H -2.2941 -0.9060 2.3386
H -4.0766 -0.9981 2.3571
H -4.1780 -2.1555 -2.4941
H -5.8315 -1.5343 -2.6192
H -4.4662 -0.4124 -2.7162
H -6.0516 0.1582 0.6823
H -5.6433 0.9362 -0.8698
H -6.9114 -0.2960 -0.7974
H -5.6572 -2.3358 0.9966
H -6.4474 -2.6773 -0.5515
H -4.8148 -3.2902 -0.2433
F 2.2977 4.2419 1.7901
C 1.7882 4.1020 0.5151
C 1.6024 5.2165 -0.2811
C 1.1454 5.0358 -1.5953
C 0.9041 3.7518 -2.0857
C 1.0491 2.6655 -1.2229
C 0.4432 1.3152 -1.6592
C 1.3664 0.0799 -1.3382
C 1.1340 -1.1699 -1.9429
C 2.0003 -2.2556 -1.7358
C 3.2092 -2.0901 -1.0457
C 3.5338 -0.8110 -0.5997
C 2.6573 0.2611 -0.8188
C 1.4991 2.8100 0.0803
H 1.8178 6.2120 0.1133
H 0.9823 5.8843 -2.2590
H 0.5115 3.5746 -3.0945
H 0.5433 1.3058 -2.7740
H 0.2650 -1.2955 -2.5948
H 1.7327 -3.2328 -2.1421
H 3.8877 -2.9313 -0.8883
H 4.4865 -0.6279 -0.1004
H 3.0332 1.2445 -0.5735
H 1.6577 1.9612 0.7405
*
```

Gap between HOMO and LUMO (eV): 8.5
LUMO (eV): -3.30
E (hartree): -1513.8619

---

Formula: C2H3BrN3
Source: the Open Molecules 2025 dataset
Level of theory: ωB97M-V/def2-TZVPD

Geometry as ORCA input:
```
! RIJCOSX wB97M-V def2-TZVPD def2/J DEFGRID3
* xyz 1 1
C -0.9096 -1.8112 0.0196
N -0.4758 -0.7347 0.0818
N 0.1003 0.4038 -0.0851
C 1.4668 0.6500 0.0947
N 2.2928 -0.3045 -0.1165
Br 4.1007 -0.1209 0.0067
H -1.2446 -2.8444 -0.2186
H -0.4446 1.1139 -0.4871
H 1.5721 1.6272 0.3415
*
```

Gap between HOMO and LUMO (eV): 8.9
LUMO (eV): -4.96
E (hartree): -2815.8658

---

Formula: C8H8O6
Source: the Open Molecules 2025 dataset
Level of theory: ωB97M-V/def2-TZVPD

Geometry as ORCA input:
```
! RIJCOSX wB97M-V def2-TZVPD def2/J DEFGRID3
* xyz 0 1
O 3.9957 -0.8654 -0.4753
C 3.4296 0.1813 -0.1824
O 4.2019 1.3147 -0.0149
C 1.9791 0.2651 0.3337
C 1.2088 -0.8297 0.3164
O 1.8081 -2.0811 -0.0528
C -0.1391 -0.8169 0.9827
C -0.8502 0.5736 0.9467
C -2.4038 0.5319 0.7005
O -2.9708 -0.5630 0.4532
O -2.9805 1.7309 0.5603
C -0.0575 1.6329 0.8760
O -0.5230 2.9522 0.7925
C 1.4463 1.5679 0.8626
H 3.6562 2.0410 0.2255
H 2.5876 -1.9402 -0.6343
H -0.8389 -1.4943 0.4477
H -0.0852 -1.0710 2.0952
H -3.8935 1.4929 0.3524
H -1.5065 2.9016 0.8326
H 1.7716 2.4550 0.3176
H 1.8061 1.6623 1.9062
*
```

Gap between HOMO and LUMO (eV): 9.8
LUMO (eV): 0.25
E (hartree): -761.0876

---

Formula: H4NOPS2
Source: the Open Molecules 2025 dataset
Level of theory: ωB97M-V/def2-TZVPD

Geometry as ORCA input:
```
! RIJCOSX wB97M-V def2-TZVPD def2/J DEFGRID3
* xyz 0 3
N 0.6567 -1.1951 -0.5379
O 1.3950 1.1854 -0.4970
P 0.4110 0.1520 0.1007
S 0.5435 0.3997 2.0659
S -2.0144 1.0600 -0.5103
H -0.0928 -1.8486 -0.2319
H 1.5893 0.8215 -1.3375
H 0.1213 -0.8365 2.4171
H -2.6096 0.2617 -1.4690
*
```

Gap between HOMO and LUMO (spin up / spin down) (eV): 6.7 / 6.1
LUMO (spin up / spin down) (eV): 0.58 / -3.13
E (hartree): -1270.0030

---

Formula: H2NOS2
Source: the Open Molecules 2025 dataset
Level of theory: ωB97M-V/def2-TZVPD

Geometry as ORCA input:
```
! RIJCOSX wB97M-V def2-TZVPD def2/J DEFGRID3
* xyz -1 1
N -1.1193 -0.1340 -0.1898
O -1.8620 -1.1166 -0.5142
S 2.1742 -0.1562 -0.1549
S -1.8292 1.1539 0.4522
H 0.8927 0.0357 -0.5916
H 1.7435 0.2172 0.9983
*
```

Gap between HOMO and LUMO (eV): 7.0
LUMO (eV): 3.74
E (hartree): -927.5408

---

Formula: C2H3N3O2
Source: the Open Molecules 2025 dataset
Level of theory: ωB97M-V/def2-TZVPD

Geometry as ORCA input:
```
! RIJCOSX wB97M-V def2-TZVPD def2/J DEFGRID3
* xyz 0 1
C 1.5898 0.1923 0.1252
C -0.5399 -0.3955 -0.0305
H 1.9798 0.3035 1.3667
H 2.3617 -0.5355 -0.8780
H 1.4369 1.3657 -0.4278
N -1.0233 0.8527 -0.1414
N -2.2594 0.7374 0.0242
N -1.4390 -1.2441 0.0285
O 0.5499 -0.8021 -0.1049
O -2.6565 -0.4745 0.0381
*
```

Gap between HOMO and LUMO (eV): 11.0
LUMO (eV): 0.39
E (hartree): -392.4896

---

Formula: C38H84N3O7Si
Source: the Open Molecules 2025 dataset
Level of theory: ωB97M-V/def2-TZVPD

Geometry as ORCA input:
```
! RIJCOSX wB97M-V def2-TZVPD def2/J DEFGRID3
* xyz 1 1
C 5.8225 -4.2823 2.8338
C 5.8743 -5.0718 1.7804
C 6.0308 -4.5711 0.3775
O 7.0099 -4.0358 -0.0349
O 4.9471 -4.7335 -0.4317
C 3.7717 -4.1282 0.1458
C 2.9658 -3.4441 -0.9437
C 1.4769 -3.3353 -0.6166
C 1.1845 -2.8245 0.8039
C 2.0591 -1.6772 1.3246
C 2.2250 -0.4802 0.3759
C 2.0931 0.8272 1.1347
C 2.5088 2.1271 0.3703
Si 2.6179 2.1822 -1.5820
C 4.4345 2.1518 -2.0384
C 1.6367 0.8652 -2.4805
C 1.9184 3.8257 -2.1272
N 1.3952 3.1226 0.7387
C 0.3619 2.2281 0.9677
N -0.8363 2.4348 0.5165
N 0.6954 1.0547 1.5968
C 0.4741 1.2088 3.0709
C -0.2941 0.0472 3.7246
C -1.3612 -0.6462 2.8624
C -2.8047 -0.3469 3.2679
C -3.2172 1.0790 2.8650
C -3.8909 1.1435 1.4938
C -5.2789 0.4936 1.4389
C -5.6258 -0.1458 0.0860
C -7.0484 0.1587 -0.3793
C -7.4364 -0.6418 -1.6032
O -7.4094 -2.0179 -1.2721
C -7.5167 -2.8785 -2.3850
H 5.8846 -3.2052 2.7296
H 5.7355 -4.6978 3.8295
H 5.7926 -6.1504 1.8755
H 4.1247 -3.3673 0.8415
H 3.1957 -4.8652 0.7134
H 3.1175 -3.9864 -1.8792
H 3.3867 -2.4466 -1.1022
H 1.0099 -4.3166 -0.7378
H 1.0157 -2.6787 -1.3606
H 0.1289 -2.5426 0.8723
H 1.3088 -3.6573 1.5026
H 3.0486 -2.0383 1.6049
H 1.5909 -1.3081 2.2379
H 1.4426 -0.5391 -0.3828
H 3.1778 -0.4925 -0.1618
H 2.7310 0.7133 2.0175
H 3.4280 2.5668 0.7569
H 4.7962 1.1507 -2.2821
H 4.5972 2.8050 -2.8980
H 5.0347 2.5453 -1.2135
H 0.6582 0.6487 -2.0466
H 1.5080 1.1937 -3.5167
H 2.1877 -0.0786 -2.5088
H 2.0868 3.9258 -3.2028
H 0.8391 3.8875 -1.9684
H 2.3860 4.6624 -1.6039
H 1.6518 3.5800 1.6131
H -1.5381 1.7065 0.6010
H -1.0946 3.3236 0.1106
H 1.4561 1.3042 3.5406
H -0.0432 2.1553 3.2607
H -0.7803 0.4665 4.6117
H 0.4199 -0.6903 4.0968
H -1.2398 -0.3535 1.8131
H -1.1897 -1.7241 2.8937
H -3.4385 -1.0637 2.7388
H -2.9397 -0.4982 4.3410
H -2.3186 1.7105 2.8644
H -3.8899 1.5152 3.6078
H -3.2427 0.6828 0.7299
H -4.0089 2.1976 1.2134
H -6.0319 1.2471 1.6864
H -5.3414 -0.2738 2.2150
H -5.5146 -1.2307 0.1516
H -4.9233 0.1971 -0.6840
H -7.1121 1.2193 -0.6425
H -7.7472 -0.0284 0.4416
H -6.7173 -0.4419 -2.4125
H -8.4424 -0.3714 -1.9472
H -8.0993 -3.7529 -2.0945
H -6.5262 -3.2076 -2.7197
H -8.0234 -2.3923 -3.2255
C 2.5646 -2.8456 6.4726
C 1.6635 -3.4178 5.3918
C 1.5763 -4.9323 5.4650
O 2.1059 -3.0014 4.0945
H 3.5821 -3.2304 6.3568
H 2.6068 -1.7581 6.4045
H 2.2113 -3.1182 7.4671
H 0.6616 -2.9928 5.4912
H 2.5672 -5.3730 5.3215
H 0.9196 -5.3176 4.6852
H 1.1968 -5.2604 6.4328
H 2.9922 -3.3600 3.9625
C 6.0713 -1.0261 0.2989
C 5.5013 0.3219 0.7051
C 6.5500 1.2331 1.3170
O 4.3867 0.1524 1.5976
H 6.4816 -1.5723 1.1515
H 5.2785 -1.6336 -0.1437
H 6.8685 -0.9206 -0.4363
H 5.0684 0.8065 -0.1747
H 6.9601 0.7796 2.2238
H 6.1150 2.1952 1.5879
H 7.3734 1.4049 0.6239
H 4.7227 -0.2515 2.4063
C 1.0807 2.9143 -8.2078
C 1.5785 2.3515 -6.8879
C 1.6724 0.8349 -6.9174
O 0.7441 2.7856 -5.8081
H 0.0779 2.5356 -8.4250
H 1.0291 4.0018 -8.1656
H 1.7362 2.6283 -9.0306
H 2.5606 2.7718 -6.6620
H 0.6859 0.3990 -7.0990
H 2.0406 0.4514 -5.9650
H 2.3425 0.4963 -7.7079
H -0.1424 2.4434 -5.9715
C -7.2182 5.2770 -3.0798
C -8.0199 4.1282 -2.4913
C -9.4286 4.5553 -2.1159
O -7.3450 3.5694 -1.3594
H -7.1258 6.0855 -2.3489
H -6.2146 4.9470 -3.3487
H -7.7016 5.6800 -3.9701
H -8.0678 3.3107 -3.2133
H -9.3947 5.3442 -1.3591
H -9.9869 3.7155 -1.7031
H -9.9679 4.9399 -2.9819
H -7.2824 4.2572 -0.6867
*
```

Gap between HOMO and LUMO (eV): 8.3
LUMO (eV): -2.83
E (hartree): -2478.4515